Record 1
Density functional theory data (ωB97M-V/def2-TZVPD) for one molecule with the formula C4H6O2.

XYZ file:
```
12
Properties=species:S:1:pos:R:3
O -0.789 1.397 -0.477
C -1.490 0.361 0.171
O -0.659 -0.407 0.992
C 0.472 -0.971 0.340
C 1.733 -0.198 0.224
C 1.051 -0.356 -0.871
H -0.075 1.640 0.129
H -1.961 -0.232 -0.627
H -2.262 0.773 0.832
H 0.485 -2.050 0.491
H 2.602 0.207 0.717
H 0.894 -0.164 -1.920
```

Calculated values
HOMO energy (eV): -9.6
Kohn-Sham gap (eV): 10.677
SMILES string: OCOC1C=C1
2S+1: 1
Energy relative to the best compared isomer or geometry (same formula, charge and spin) (kcal per mole): 82.08

=====

Record 2
Density functional theory data (ωB97M-V/def2-TZVPD) for C25H19I2IrN5O3 as an isolated structure at a distorted geometry.

XYZ file:
```
55
Properties=species:S:1:pos:R:3
Ir -0.247 0.252 0.088
O -3.024 1.935 2.328
C -1.973 1.493 1.962
N -1.118 1.878 0.945
C -1.376 2.935 0.106
O -2.097 3.880 0.303
C -0.577 2.820 -1.175
C -0.471 3.927 -1.992
C 0.287 3.843 -3.148
C 0.911 2.643 -3.442
C 0.747 1.572 -2.584
N 0.013 1.639 -1.471
C -1.401 0.269 2.659
C -1.691 0.027 3.987
C -1.049 -1.013 4.634
C -0.122 -1.764 3.933
C 0.104 -1.478 2.601
N -0.554 -0.506 1.958
H -0.982 4.829 -1.689
H 0.397 4.698 -3.801
H 1.526 2.524 -4.322
H 1.229 0.631 -2.794
H -2.396 0.677 4.485
H -1.245 -1.217 5.678
H 0.437 -2.557 4.407
H 0.863 -2.018 2.052
I 7.013 -2.118 -0.136
C 5.176 -1.175 0.126
C 5.062 -0.084 0.981
C 3.835 0.518 1.152
I 3.679 2.133 2.458
C 2.665 0.087 0.484
O 1.561 0.760 0.772
C 2.804 -1.023 -0.383
C 1.727 -1.609 -1.272
N 0.386 -1.614 -0.652
C -0.669 -2.181 -1.519
C -2.036 -1.657 -1.159
C -3.196 -2.350 -1.452
C -4.425 -1.739 -1.245
C -4.456 -0.429 -0.796
C -3.261 0.204 -0.526
N -2.080 -0.415 -0.632
C 4.057 -1.630 -0.533
H 5.924 0.289 1.517
H 2.008 -2.635 -1.527
H 1.632 -1.078 -2.219
H 0.463 -2.217 0.163
H -0.648 -3.271 -1.502
H -0.455 -1.869 -2.546
H -3.135 -3.357 -1.841
H -5.341 -2.277 -1.446
H -5.385 0.107 -0.671
H -3.243 1.199 -0.108
H 4.144 -2.484 -1.195
```

Calculated values
HOMO energy (eV): -10.2
Kohn-Sham gap (eV): 6.944
Charge: +1
2S+1: 1
Energy relative to the best compared isomer or geometry (same formula, charge and spin) (kcal per mole): 2.74

=====

Record 3
Density functional theory data (ωB97M-V/def2-TZVPD) for C23H28FN5O6PPtS as an isolated structure at a distorted geometry.

XYZ file:
```
66
Properties=species:S:1:pos:R:3
Pt -0.229 -0.488 0.730
O 5.098 3.016 -0.861
C 4.020 2.574 -0.605
C 2.720 3.387 -0.408
O 2.600 4.571 -0.517
C 1.643 2.369 -0.045
C 2.268 1.073 -0.004
O 1.670 -0.029 0.311
C 3.661 1.100 -0.401
O 4.381 0.130 -0.559
O 0.446 2.513 0.168
C -5.418 -1.059 -1.729
N -4.662 -0.556 -0.587
N -3.311 -0.301 -0.732
C -2.944 0.675 0.165
O -1.752 1.058 0.288
C -4.123 1.105 0.806
C -5.151 0.357 0.297
C -6.614 0.465 0.560
C -2.404 -1.261 -1.257
C -1.265 -0.801 -1.909
C -0.351 -1.728 -2.418
C -0.586 -3.081 -2.301
C -1.726 -3.529 -1.627
C -2.620 -2.623 -1.083
H -4.881 -1.877 -2.199
H -5.587 -0.270 -2.464
H -6.369 -1.438 -1.369
H -4.195 1.889 1.540
H -6.798 1.258 1.279
H -7.008 -0.469 0.962
H -7.162 0.700 -0.353
H -1.120 0.263 -2.051
H 0.532 -1.372 -2.934
H 0.112 -3.790 -2.724
H -1.909 -4.589 -1.514
H -3.476 -2.962 -0.514
C -1.530 0.813 3.504
P -0.014 0.077 2.891
C 0.460 -1.338 3.860
C 1.247 1.306 3.115
H -1.360 1.164 4.521
H -2.339 0.087 3.477
H -1.751 1.667 2.860
H 0.531 -1.036 4.906
H 1.433 -1.686 3.513
H -0.278 -2.126 3.730
H 1.325 1.516 4.183
H 0.965 2.215 2.584
H 2.206 0.939 2.755
F -1.799 -1.316 1.558
C 0.287 -5.722 3.552
C 0.111 -5.816 2.033
C 0.617 -4.594 1.324
N 0.148 -3.414 1.485
N 0.802 -2.467 0.712
C 1.790 -2.953 0.004
N 2.579 -2.246 -0.827
S 1.958 -4.652 0.201
H -0.122 -6.608 4.034
H -0.235 -4.848 3.941
H 1.340 -5.642 3.820
H -0.943 -5.935 1.784
H 0.629 -6.693 1.647
H 2.696 -1.272 -0.600
H 3.401 -2.706 -1.181
```

Calculated values
HOMO energy (spin up / spin down) (eV): -9.7 / -9.7
Kohn-Sham gap (spin up / spin down) (eV): 4.321 / 4.316
Charge: +1
2S+1: 1
Energy relative to the best compared isomer or geometry (same formula, charge and spin) (kcal per mole): 52.34

=====

Record 4
Density functional theory data (ωB97M-V/def2-TZVPD) for C20H20F4N5O2PScSe3Te as an isolated structure.

XYZ file:
```
57
Properties=species:S:1:pos:R:3
Sc 1.148 -0.560 0.324
Se 3.350 -0.935 1.687
Se 3.748 -3.130 1.097
Te 1.683 -4.321 1.843
Se 0.070 -2.535 1.915
N -3.371 1.358 3.077
C -2.553 0.388 2.375
C -1.280 1.052 1.917
O -1.167 2.305 2.193
O -0.382 0.446 1.321
H -3.433 1.166 4.068
H -4.313 1.383 2.706
H -2.016 2.523 2.684
H -3.057 0.009 1.484
H -2.270 -0.489 2.965
C 0.177 3.213 -0.971
C 1.586 2.855 -1.427
P 2.456 1.732 -0.276
C 4.078 1.371 -1.047
C 4.643 2.438 -1.982
C 2.746 2.699 1.248
C 3.572 3.972 1.093
H -0.300 3.876 -1.691
H 0.183 3.720 -0.005
H -0.452 2.325 -0.878
H 2.191 3.755 -1.562
H 1.568 2.359 -2.402
H 3.967 0.419 -1.571
H 4.763 1.166 -0.221
H 4.025 2.565 -2.870
H 5.635 2.141 -2.319
H 4.736 3.409 -1.497
H 3.233 2.022 1.957
H 1.762 2.912 1.676
H 4.588 3.748 0.770
H 3.639 4.495 2.046
H 3.132 4.662 0.372
F -0.685 -0.963 -1.133
C -1.537 -2.047 -1.197
C -2.838 -1.753 -0.925
F -3.143 -0.468 -0.728
C -3.829 -2.750 -0.861
C -3.371 -4.036 -1.226
C -2.056 -4.302 -1.537
F -1.737 -5.553 -1.846
C -1.042 -3.325 -1.488
C 0.355 -3.611 -1.676
C 1.254 -2.577 -1.551
N 1.926 -1.631 -1.392
C 0.895 -4.925 -1.671
N 1.349 -5.983 -1.612
F -4.221 -5.047 -1.225
C -5.139 -2.467 -0.385
C -5.366 -1.309 0.406
N -5.496 -0.405 1.109
C -6.238 -3.342 -0.528
N -7.166 -4.018 -0.632
```

Calculated values
HOMO energy (spin up / spin down) (eV): -10.6 / -11.0
Kohn-Sham gap (spin up / spin down) (eV): 5.193 / 5.763
Charge: +1
2S+1: 1
Energy relative to the best compared isomer or geometry (same formula, charge and spin) (kcal per mole): 10.30

=====

Record 5
Density functional theory data (ωB97M-V/def2-TZVPD) for a 2-piece molecular cluster, ClH3N2S overall at a distorted geometry.

XYZ file:
```
7
Properties=species:S:1:pos:R:3
N -0.184 -0.278 0.823
N 0.714 2.011 1.350
S 0.497 0.893 0.211
Cl 0.044 -3.352 1.872
H 0.910 -2.554 1.350
H 1.170 2.879 1.125
H 0.519 1.694 2.274
```

Calculated values
HOMO energy (eV): -9.5
Kohn-Sham gap (eV): 9.337
2S+1: 1
Energy relative to the best compared isomer or geometry (same formula, charge and spin) (kcal per mole): 12.19

=====

Record 6
Density functional theory data (ωB97M-V/def2-TZVPD) for C4H5NO2 as an isolated structure at a distorted geometry.

XYZ file:
```
12
Properties=species:S:1:pos:R:3
O 2.200 -1.089 0.015
C 1.407 -0.624 -0.753
C 0.522 0.735 0.069
C -0.848 1.391 0.436
N -0.539 0.009 0.721
C -0.910 -1.123 0.089
O -0.142 -1.731 -0.658
H 1.454 -0.729 -1.847
H 1.279 1.098 0.762
H -1.648 1.668 -0.250
H -0.904 1.956 1.382
H -1.887 -1.548 0.302
```

Calculated values
HOMO energy (eV): -9.3
Kohn-Sham gap (eV): 9.899
2S+1: 1
Energy relative to the best compared isomer or geometry (same formula, charge and spin) (kcal per mole): 96.44

=====

Record 7
Density functional theory data (ωB97M-V/def2-TZVPD) for one molecule with the formula C24H25N3O3 at a distorted geometry.

XYZ file:
```
55
Properties=species:S:1:pos:R:3
C -0.050 -0.525 -5.258
O 0.108 0.394 -4.206
C 0.651 -0.027 -3.039
C 1.000 -1.347 -2.765
C 1.497 -1.695 -1.521
C 1.660 -0.741 -0.534
C 1.317 0.572 -0.799
C 0.814 0.949 -2.037
C 0.418 2.359 -2.325
O 0.750 2.951 -3.323
C -0.468 2.976 -1.261
C -0.956 4.372 -1.646
C -1.895 4.914 -0.570
C -3.025 3.912 -0.292
N -2.558 2.578 0.043
C -2.005 2.482 1.386
C -1.550 1.087 1.716
C -2.350 -0.009 1.408
C -1.924 -1.290 1.686
C -0.688 -1.500 2.292
O -0.387 -2.817 2.585
C 0.848 -3.299 2.635
N 1.890 -2.566 2.257
C 3.078 -3.145 2.298
C 3.254 -4.451 2.720
C 2.097 -5.124 3.097
N 0.907 -4.561 3.055
C 0.105 -0.416 2.634
C -0.328 0.864 2.333
C -1.692 2.073 -1.000
H -0.747 -1.327 -4.991
H 0.908 -0.959 -5.561
H -0.461 0.049 -6.086
H 0.883 -2.111 -3.517
H 1.756 -2.725 -1.325
H 2.033 -1.021 0.438
H 1.462 1.319 -0.034
H 0.115 3.031 -0.335
H -1.483 4.307 -2.601
H -0.105 5.042 -1.786
H -2.328 5.862 -0.892
H -1.334 5.102 0.348
H -3.658 4.272 0.522
H -3.645 3.816 -1.188
H -2.810 2.765 2.076
H -1.167 3.177 1.559
H -3.305 0.159 0.934
H -2.536 -2.146 1.447
H 3.906 -2.525 1.977
H 4.224 -4.916 2.754
H 2.117 -6.148 3.445
H 1.053 -0.567 3.124
H 0.300 1.702 2.598
H -1.369 1.065 -0.734
H -2.286 2.013 -1.917
```

Calculated values
HOMO energy (eV): -8.3
Kohn-Sham gap (eV): 8.891
SMILES string: COc1ccccc1C(=O)[C@H]1CCCN(Cc2ccc(Oc3ncccn3)cc2)C1
2S+1: 1
Energy relative to the best compared isomer or geometry (same formula, charge and spin) (kcal per mole): 57.08

=====

Record 8
Density functional theory data (ωB97M-V/def2-TZVPD) for one molecule with the formula C19H18ClN3O.

XYZ file:
```
42
Properties=species:S:1:pos:R:3
O -8.026 -0.734 -0.566
C -6.680 -0.592 -0.374
C -6.223 -0.207 0.881
C -4.874 -0.056 1.118
C -3.930 -0.268 0.106
N -2.580 -0.136 0.367
C -1.588 -0.570 -0.586
C -0.227 -0.644 0.109
N 0.199 0.675 0.539
C 1.412 1.199 0.166
C 1.560 2.539 -0.171
C 2.785 3.003 -0.650
N 3.847 2.262 -0.814
C 3.781 0.982 -0.401
C 4.960 0.214 -0.498
C 4.990 -1.059 -0.003
Cl 6.434 -2.003 -0.114
C 3.871 -1.609 0.635
C 2.707 -0.892 0.703
C 2.601 0.398 0.147
C -0.900 1.575 0.827
C -2.092 0.789 1.367
C -4.402 -0.659 -1.149
C -5.755 -0.822 -1.382
H -8.193 -1.006 -1.476
H -6.942 -0.039 1.667
H -4.550 0.212 2.111
H -1.852 -1.569 -0.944
H -1.517 0.101 -1.459
H 0.508 -1.058 -0.584
H -0.324 -1.318 0.969
H 0.733 3.227 -0.125
H 2.883 4.038 -0.952
H 5.826 0.675 -0.945
H 3.940 -2.590 1.078
H 1.875 -1.311 1.243
H -1.224 2.127 -0.069
H -0.572 2.299 1.578
H -1.792 0.255 2.280
H -2.882 1.497 1.629
H -3.718 -0.831 -1.964
H -6.094 -1.125 -2.364
```

Calculated values
HOMO energy (eV): -7.5
Kohn-Sham gap (eV): 7.854
SMILES string: Oc1ccc(N2CCN(c3ccnc4cc(Cl)ccc34)CC2)cc1
2S+1: 1
Energy relative to the best compared isomer or geometry (same formula, charge and spin) (kcal per mole): 16.31

=====

Record 9
Density functional theory data (ωB97M-V/def2-TZVPD) for a 2-piece molecular cluster, C3H7NS overall at a distorted geometry.

XYZ file:
```
12
Properties=species:S:1:pos:R:3
C 0.951 -0.686 0.404
C 0.286 0.233 1.392
C -0.459 -0.425 0.529
H 2.517 -0.850 -1.041
H 1.152 0.752 -1.383
H 1.541 -1.580 0.748
H 0.449 -0.225 2.408
H 0.643 1.358 1.332
H -1.007 -1.119 0.971
H -2.550 0.779 -0.164
N 2.008 0.098 -0.478
S -1.342 0.342 -0.842
```

Calculated values
HOMO energy (eV): -9.1
Kohn-Sham gap (eV): 9.690
2S+1: 1
Energy relative to the best compared isomer or geometry (same formula, charge and spin) (kcal per mole): 115.01

=====

Record 10
Density functional theory data (ωB97M-V/def2-TZVPD) for a 9-piece molecular cluster, H18O9 overall at a distorted geometry.

XYZ file:
```
27
Properties=species:S:1:pos:R:3
O -0.889 -3.651 -0.148
H -0.038 -3.979 -0.273
H -0.879 -2.887 -0.722
O 0.804 3.787 -1.411
H 0.946 2.853 -1.619
H 1.563 4.148 -1.809
O -3.097 -0.417 1.520
H -2.233 -0.213 1.199
H -3.105 -1.370 1.433
O -0.451 -1.659 -2.078
H -0.725 -1.054 -2.766
H 0.481 -1.678 -2.078
O -0.878 2.756 0.818
H -0.499 3.358 0.177
H -0.458 3.057 1.609
O 0.055 -1.170 2.812
H -0.436 -1.232 1.981
H -0.675 -0.938 3.379
O 2.186 -1.146 0.886
H 2.914 -1.164 1.539
H 1.980 -0.229 0.849
O -0.588 -0.057 0.216
H -0.579 0.850 -0.035
H -0.651 -0.499 -0.631
O 1.422 0.972 -1.714
H 2.037 0.681 -2.324
H 1.789 0.881 -0.808
```

Calculated values
HOMO energy (eV): -10.5
Kohn-Sham gap (eV): 10.221
SMILES string: O.O.O.O.O.O.O.O.O
2S+1: 1
Energy relative to the best compared isomer or geometry (same formula, charge and spin) (kcal per mole): 57.02

=====

Record 11
Density functional theory data (ωB97M-V/def2-TZVPD) for one molecule with the formula C21H23N5O3S.

XYZ file:
```
53
Properties=species:S:1:pos:R:3
C -4.838 -4.426 -1.138
O -4.886 -3.585 -0.011
C -4.584 -2.265 -0.171
C -4.688 -1.471 0.972
C -4.410 -0.122 0.928
C -4.008 0.469 -0.268
N -3.707 1.831 -0.377
C -3.426 2.709 0.623
O -3.653 2.529 1.801
C -2.953 4.064 0.099
S -1.707 3.946 -1.234
C -0.674 2.730 -0.510
N -1.154 2.244 0.631
C -0.503 1.272 1.240
N -1.063 0.812 2.366
C 0.729 0.792 0.688
C 1.546 -0.199 1.249
C 2.698 -0.547 0.589
C 3.018 0.122 -0.612
N 2.284 1.061 -1.147
C 1.146 1.410 -0.533
N 0.415 2.374 -1.127
C 4.298 -0.294 -1.256
C 5.423 -0.355 -0.202
C 5.828 1.070 0.191
C 6.628 -1.111 -0.772
O 5.018 -1.025 1.000
C 3.711 -1.549 1.048
C -3.903 -0.321 -1.406
C -4.189 -1.674 -1.366
H -5.539 -4.099 -1.913
H -5.131 -5.412 -0.782
H -3.829 -4.479 -1.559
H -5.001 -1.939 1.892
H -4.506 0.482 1.814
H -3.446 2.129 -1.310
H -3.791 4.615 -0.330
H -2.531 4.631 0.928
H -0.704 0.015 2.856
H -1.963 1.200 2.609
H 1.282 -0.678 2.183
H 4.162 -1.287 -1.695
H 4.562 0.402 -2.049
H 4.955 1.631 0.518
H 6.279 1.584 -0.653
H 6.542 1.030 1.009
H 6.980 -0.633 -1.681
H 7.430 -1.121 -0.039
H 6.356 -2.141 -0.994
H 3.552 -1.836 2.091
H 3.635 -2.457 0.422
H -3.592 0.126 -2.341
H -4.098 -2.251 -2.272
```

Calculated values
HOMO energy (eV): -7.9
Kohn-Sham gap (eV): 7.959
SMILES string: COc1ccc(NC(=O)CSc2nc(N)c3cc4c(nc3n2)CC(C)(C)OC4)cc1
2S+1: 1
Energy relative to the best compared isomer or geometry (same formula, charge and spin) (kcal per mole): 36.01

=====

Record 12
Density functional theory data (ωB97M-V/def2-TZVPD) for a 2-piece molecular cluster, C5H10O2 overall.

XYZ file:
```
17
Properties=species:S:1:pos:R:3
C -1.169 -1.270 1.122
C -1.118 -0.842 -0.137
C 0.129 -0.589 -0.936
C 0.261 0.833 -1.519
O 1.388 1.125 -0.679
C 1.424 -0.227 -0.185
H -2.118 -1.432 1.626
H -0.272 -1.470 1.703
H -2.051 -0.658 -0.673
H 0.254 -1.380 -1.684
H -0.578 1.512 -1.322
H 0.518 0.876 -2.585
H 2.319 -0.760 -0.526
H 1.377 -0.242 0.908
O -0.122 1.620 2.013
H 0.556 1.781 1.342
H -0.798 1.125 1.533
```

Calculated values
HOMO energy (eV): -10.1
Kohn-Sham gap (eV): 10.961
SMILES string: C=CC1COC1.O
2S+1: 1
Energy relative to the best compared isomer or geometry (same formula, charge and spin) (kcal per mole): 63.58

=====

Record 13
Density functional theory data (ωB97M-V/def2-TZVPD) for one molecule with the formula C13H16N2O2S.

XYZ file:
```
34
Properties=species:S:1:pos:R:3
C -5.472 -0.789 -1.523
C -5.042 -0.908 -0.282
C -4.624 0.258 0.568
N -3.205 0.215 0.862
C -2.288 0.867 0.116
S -2.685 2.021 -0.999
N -0.977 0.569 0.295
C -0.396 -0.263 1.320
C 1.062 -0.555 0.958
C 1.195 -1.347 -0.348
O 2.548 -1.630 -0.612
C 3.373 -0.543 -0.456
C 4.651 -0.595 -0.997
C 5.499 0.489 -0.881
C 5.075 1.639 -0.234
C 3.812 1.694 0.324
C 2.961 0.601 0.228
O 1.725 0.686 0.830
H -5.750 -1.644 -2.116
H -5.562 0.175 -1.995
H -4.940 -1.882 0.181
H -4.816 1.196 0.044
H -5.166 0.252 1.519
H -2.896 -0.562 1.426
H -0.342 1.246 -0.108
H -0.930 -1.216 1.386
H -0.422 0.232 2.301
H 1.531 -1.138 1.767
H 0.687 -2.310 -0.278
H 0.760 -0.762 -1.170
H 4.952 -1.495 -1.508
H 6.489 0.440 -1.306
H 5.730 2.492 -0.156
H 3.463 2.571 0.845
```

Calculated values
HOMO energy (eV): -8.1
Kohn-Sham gap (eV): 8.571
SMILES string: C=CCNC(=S)NC[C@H]1COc2ccccc2O1
2S+1: 1
Energy relative to the best compared isomer or geometry (same formula, charge and spin) (kcal per mole): 53.22